Molecular formula: C2H5N5O
Method: DFT, ωB97M-V/def2-TZVPD

CARTESIAN COORDINATES (ANGSTROEM)
1 H -1.505 2.616 -0.028
2 N -1.750 1.645 -0.113
3 C -0.748 0.858 -0.167
4 O 0.590 1.136 -0.008
5 C 1.217 -0.075 -0.121
6 N 2.576 0.025 -0.139
7 N 0.448 -1.100 -0.148
8 N -0.838 -0.504 -0.316
9 N -1.977 -1.167 0.026
10 H 2.848 0.828 0.339
11 H 3.083 -0.795 0.156
12 H -2.004 -2.041 -0.510
13 H -1.942 -1.425 1.029

The LUMO energy comes out at 0.0253 Eh. For the molar mass, the calculation gives 115.1 g mol⁻¹. Its structure (SMILES) is [H]/N=c1\oc(N)nn1N. The calculation puts the total energy at -11651.482 eV. The total charge is 0. The energy above the lowest of the compared OMol25 structures with the same formula, charge and spin comes out at 24.5 kcal/mol.